A structure of composition C4H16F2N8O4Y. Source: OMol25; level of theory: wB97M-V/def2-TZVPD.

CARTESIAN COORDINATES (ANGSTROEM)
Y  0.518  1.538  2.219
F  -1.499  1.325  3.026
F  -0.194  0.048  0.785
C  -3.160  -2.251  0.840
O  -4.147  -2.962  0.747
N  -3.121  -1.214  1.756
N  -2.050  -2.369  0.037
H  -3.842  -1.205  2.452
H  -2.304  -0.658  1.916
H  -1.380  -1.621  0.072
H  -1.933  -3.137  -0.592
C  2.222  2.393  -0.769
O  1.332  2.315  0.119
N  3.446  1.803  -0.665
N  1.965  3.044  -1.913
H  3.961  1.659  -1.517
H  3.700  1.348  0.187
H  2.724  3.215  -2.549
H  1.112  3.581  -1.939
C  2.457  -2.955  0.617
O  2.832  -4.066  0.305
N  1.165  -2.657  0.970
N  3.348  -1.886  0.696
H  0.505  -3.415  0.915
H  0.777  -1.735  1.064
H  3.004  -1.013  1.040
H  4.319  -2.020  0.490
C  -2.221  1.999  -1.592
O  -2.563  3.010  -2.175
N  -1.256  1.155  -2.108
N  -2.645  1.654  -0.327
H  -0.865  1.439  -2.985
H  -0.844  0.414  -1.572
H  -3.310  2.162  0.226
H  -2.055  1.061  0.225

Values from the calculation:
Energy above the lowest of the compared OMol25 structures with the same formula, charge and spin ... 0.0 kJ/mol
Max |F| ... 0.1074 Eh/bohr
HOMO energy ... -11.73 eV
Total charge ... +1
Orbital gap ... 4.861 eV

Charges per atom according to Löwdin partitioning, unit e:
1 Y 1.948
2 F -0.524
3 F -0.488
4 C -0.655
5 O 0.041
6 N 0.148
7 N 0.153
8 H 0.105
9 H 0.027
10 H 0.034
11 H 0.107
12 C -0.585
13 O -0.152
14 N 0.200
15 N 0.222
16 H 0.128
17 H 0.097
18 H 0.131
19 H 0.138
20 C -0.657
21 O 0.065
22 N 0.151
23 N 0.131
24 H 0.103
25 H 0.024
26 H 0.040
27 H 0.101
28 C -0.665
29 O 0.034
30 N 0.148
31 N 0.162
32 H 0.097
33 H 0.066
34 H 0.108
35 H 0.015